1.
85
Properties=species:S:1:pos:R:3:forces:R:3 method="wB97M-V/def2-TZVPD" gap_ev="5.8 / 8.3" e_lumo_ev="0.02 / 0.00" multiplicity=3 relative_energy_kj_mol=37.67 e_tot_ha=-3249.278155
Ti 0.0481 -0.9506 2.4602 -0.6 2.6 0.8
C -1.3709 1.9960 2.3259 -0.1 -2.1 -0.6
C -1.2002 0.9305 1.4737 -1.0 1.3 -0.4
C -0.1479 0.7957 0.3565 -0.4 -0.2 -0.8
C 1.2493 0.2218 0.7352 0.5 0.1 0.4
C 1.9815 0.8210 1.9472 0.2 1.4 -1.3
C 1.8884 2.1623 2.2467 -0.6 -1.8 0.1
C 0.8742 3.1094 1.6356 0.0 0.7 -0.2
C -0.5266 3.2074 2.3529 1.2 0.5 0.2
C 0.2376 -2.9099 2.5789 -0.3 -2.0 -0.2
H -2.1931 1.9048 3.0739 0.5 0.3 -0.8
H -2.1143 0.2939 1.3084 1.0 0.1 0.7
H -0.0882 1.6970 -0.2747 0.1 -0.2 0.5
H -0.5981 0.1027 -0.3894 0.6 0.0 0.9
H 1.2099 -0.9560 0.8671 0.2 1.4 -0.5
H 1.9151 0.3642 -0.1533 -0.5 -0.2 0.9
H 2.8430 0.1992 2.2839 -0.9 0.6 0.2
H 2.4450 2.5262 3.1123 0.0 0.0 -0.3
H 0.7183 2.9401 0.5561 0.3 0.1 0.8
H 1.3206 4.1195 1.6694 -0.2 -0.3 0.2
H -0.3475 3.5103 3.4006 -0.2 0.0 -0.3
H -1.0841 4.0400 1.8712 0.1 -0.4 0.3
H 0.1010 -3.1215 3.6538 0.4 -0.2 -0.3
H 1.1887 -3.2415 2.1522 0.0 -0.5 0.4
H -0.5940 -3.3988 2.0505 0.2 -0.3 0.0
P 1.6768 -1.0130 -1.9256 1.7 -0.9 -4.4
P -2.0679 -0.4123 -1.8412 -3.0 0.8 -3.2
N 2.9587 0.0927 -2.4369 0.6 0.3 0.7
N 2.1860 -2.2457 -3.1556 -0.1 -0.7 0.2
N -2.1699 1.2967 -2.3648 0.5 0.2 0.2
N -3.4988 -0.9316 -2.9157 0.3 -1.1 0.3
C 0.4683 -0.2429 -3.0786 -0.5 -0.2 0.6
C -0.8742 -0.9941 -3.1083 0.5 -0.1 -0.2
C 4.1571 0.1634 -1.7223 0.2 1.0 -0.9
C 5.0627 0.9403 -2.4427 -1.1 -0.7 0.3
C 4.4144 1.3198 -3.6596 -0.9 -0.6 0.3
C 3.1394 0.7779 -3.6459 0.8 0.3 0.8
C 2.6357 -3.5090 -2.7839 -0.2 -0.1 -1.1
C 2.9201 -4.2546 -3.9260 -0.3 1.0 0.6
C 2.6667 -3.4067 -5.0554 -0.3 0.8 1.0
C 2.2389 -2.1753 -4.5537 0.1 -1.1 0.2
C -2.5407 2.4203 -1.5985 0.3 0.3 -0.8
C -2.2824 3.5712 -2.3397 0.2 -1.1 0.4
C -1.6725 3.1670 -3.5617 -0.3 -1.5 0.1
C -1.6612 1.7787 -3.5734 0.1 1.1 0.3
C -4.2646 -0.3301 -3.9182 -0.6 -0.5 0.4
C -5.2263 -1.2380 -4.3667 1.3 0.0 0.8
C -4.9692 -2.4828 -3.7021 0.7 0.6 0.3
C -3.8885 -2.2767 -2.8556 -0.7 0.8 -0.2
H 0.7973 -0.2122 -4.1235 0.2 0.1 0.7
H 0.3905 0.7855 -2.7063 -0.3 -0.1 -0.3
H -1.3129 -0.8981 -4.1197 0.0 0.0 0.7
H -0.7363 -2.0871 -2.9783 0.0 0.5 0.1
H 4.2331 -0.3011 -0.7468 0.1 0.0 -0.2
H 6.0504 1.2131 -2.1243 0.2 0.0 0.0
H 4.7964 1.9270 -4.4673 0.1 -0.1 0.1
H 2.3512 0.8887 -4.3714 0.2 0.0 0.1
H 2.7001 -3.7458 -1.7344 0.0 -0.2 0.0
H 3.2538 -5.2781 -3.9411 0.1 0.0 0.0
H 2.7681 -3.6640 -6.1063 0.0 0.1 0.3
H 1.9785 -1.2683 -5.0817 0.1 -0.3 0.0
H -2.9496 2.3190 -0.6006 0.0 -0.1 -0.2
H -2.4845 4.5963 -2.0718 0.0 -0.1 0.3
H -1.2488 3.7849 -4.3396 -0.3 0.0 0.0
H -1.2650 1.1209 -4.3349 -0.2 0.2 0.2
H -4.0829 0.6780 -4.2573 -0.1 0.0 0.3
H -6.0151 -1.0491 -5.0779 0.2 0.1 -0.1
H -5.5062 -3.4099 -3.8428 0.1 0.1 0.1
H -3.3591 -2.9544 -2.2012 -0.2 0.0 0.1
C -2.2083 0.3410 5.7830 -0.2 -0.2 -0.2
Si -0.4186 -0.2389 6.0055 0.6 0.2 0.0
C 0.1466 0.9494 7.3923 0.2 0.0 -0.1
C -0.3124 -1.9329 6.8355 -0.2 -0.2 0.0
C 0.5967 -0.2091 4.3627 0.0 0.3 1.9
H -2.8164 0.1770 6.6887 0.3 0.0 -0.2
H -2.7041 -0.1762 4.9507 0.0 0.1 0.1
H -2.2260 1.4249 5.5897 0.0 -0.2 -0.1
H -0.4043 0.7983 8.3364 0.0 -0.1 -0.4
H 1.2079 0.8132 7.6274 -0.1 0.1 -0.1
H -0.0156 1.9962 7.1103 0.1 -0.1 0.0
H -0.5922 -2.7380 6.1454 0.2 0.0 0.1
H 0.7106 -2.1184 7.2015 -0.2 0.0 -0.3
H -0.9678 -2.0268 7.7161 0.1 0.2 -0.3
H 0.9060 0.8303 4.1616 -0.3 -0.2 0.2
H 1.5742 -0.7143 4.5580 -0.4 0.0 0.1

2.
86
Properties=species:S:1:pos:R:3:forces:R:3 method="wB97M-V/def2-TZVPD" gap_ev="6.7 / 6.7" e_lumo_ev="-6.92 / -6.92" charge=+2 multiplicity=1 e_tot_ha=-3742.489268
Ti -0.1175 -0.0256 -1.2434 0.1 1.7 6.8
C -0.8725 -1.7754 0.1828 1.0 0.2 0.4
C 0.5343 -1.8759 -0.1940 -0.5 1.0 -0.3
C 0.3629 -0.5054 1.6772 0.3 -0.4 -0.9
C -0.9399 -0.9684 1.3678 0.6 -0.6 -0.9
C 1.2632 -0.9764 0.6763 -0.9 -0.4 -0.1
C -1.9956 -2.6287 -0.2875 -0.6 -0.3 -0.1
H -1.7050 -3.2830 -1.1121 -0.1 0.1 0.1
H -2.8539 -2.0142 -0.6048 0.1 -0.3 0.1
H -2.3567 -3.2827 0.5213 0.1 0.2 -0.2
C -2.1263 -0.8070 2.2332 -0.4 0.2 0.1
H -3.0443 -1.1158 1.7290 0.1 0.0 0.0
H -2.2717 0.2229 2.5767 0.2 -0.2 -0.1
H -2.0088 -1.4303 3.1321 0.0 0.1 -0.2
C 0.7731 0.1247 2.9497 0.0 0.5 0.2
H 1.2911 -0.6033 3.5916 -0.1 0.1 -0.2
H -0.0900 0.5006 3.5042 0.1 0.0 0.0
H 1.4527 0.9625 2.7911 0.0 0.0 0.1
C 2.7397 -0.8462 0.7595 0.5 0.2 0.0
H 3.1475 -1.4932 1.5525 -0.1 0.1 -0.2
H 3.0350 0.1842 1.0032 0.0 -0.3 0.0
H 3.2219 -1.1359 -0.1792 0.0 0.0 0.2
C 1.1556 -2.9444 -1.0248 0.5 -0.6 0.0
H 1.6478 -3.6756 -0.3709 -0.1 0.0 -0.2
H 1.9318 -2.5478 -1.6914 -0.1 -0.2 0.0
H 0.4176 -3.4942 -1.6167 0.1 0.1 0.0
C -1.9150 1.0760 -5.6130 -0.9 -0.3 -0.4
C -1.9084 -0.2624 -5.5219 -1.1 0.7 -1.2
C -1.1297 -1.1247 -6.4648 0.5 -0.7 -0.2
C 0.3946 -0.8078 -6.5301 -0.7 -0.4 -0.6
C 0.9467 -0.1572 -5.2910 1.0 0.6 -0.8
C 1.0743 1.1774 -5.1930 0.9 -0.6 -0.4
C 0.4226 2.1927 -6.0885 -0.3 0.3 -0.4
C -1.0441 1.8783 -6.5469 0.2 0.4 -0.5
H -1.5635 -1.0332 -7.4804 0.1 0.0 0.5
H 0.5671 -0.1775 -7.4254 0.2 -0.2 0.7
H -1.2562 -2.1812 -6.1955 0.0 0.2 0.0
H -0.9911 1.3918 -7.5366 -0.2 0.1 0.4
H -2.7215 1.6659 -5.1370 0.6 -0.5 0.1
H -2.6637 -0.8011 -4.9398 0.2 0.4 -0.2
H -1.5398 2.8521 -6.7128 0.2 -0.5 0.0
H 0.4174 3.1847 -5.5997 0.1 -0.5 0.0
H 1.8364 1.6017 -4.5363 -0.6 -0.2 0.2
H 1.0323 2.3294 -7.0041 -0.2 0.0 0.4
H 0.9304 -1.7602 -6.7083 -0.2 0.6 0.1
H 1.4540 -0.8437 -4.6029 0.1 0.4 -0.1
P -1.9972 0.5699 -2.4959 2.6 -1.4 0.7
P 1.6917 1.6493 -1.5996 -0.9 -0.3 0.9
C -0.8837 1.9393 -3.1339 -0.2 0.1 -1.0
C 0.3444 2.6456 -2.4299 0.2 0.0 -0.1
H -1.6094 2.7317 -3.3961 0.4 -0.2 0.0
H -0.4978 1.4790 -4.0567 -0.5 0.6 0.5
H 0.9040 3.1788 -3.2176 -0.7 0.1 0.0
H -0.0246 3.3803 -1.6888 0.4 -0.5 -0.2
C 2.4991 2.8176 -0.5179 0.0 0.5 0.6
H 3.3144 2.3201 0.0263 -0.1 0.2 -0.2
H 1.7423 3.1853 0.2095 0.8 -0.3 -0.8
H 2.8816 3.6557 -1.1178 0.1 -0.3 0.1
C 3.0395 0.9850 -2.6031 -0.2 -0.1 -0.6
H 3.4867 1.7857 -3.1981 0.2 -0.2 0.0
H 2.6896 0.1732 -3.2531 0.3 0.2 0.1
H 3.7814 0.5744 -1.9063 -0.2 0.2 -0.1
C -3.7499 0.3586 -2.7689 -0.9 0.1 -0.6
H -4.1281 -0.4774 -2.1595 0.4 0.2 -0.1
H -3.9895 0.1551 -3.8281 0.1 0.2 0.5
H -4.2800 1.2666 -2.4462 0.3 -0.2 0.0
C -0.9834 -1.0324 -2.9281 -0.2 -0.2 -2.3
H 0.0134 -1.3082 -2.3938 -1.2 -1.0 -1.1
H -0.6163 -0.9582 -3.9722 -0.3 -0.2 0.8
H -1.6120 -1.9177 -2.8048 0.0 0.2 0.0
O 0.8119 5.3740 2.3750 -0.1 -0.9 -0.3
S 0.6137 3.9733 2.6166 -0.1 0.1 0.5
O 1.6378 3.2339 3.3234 -0.6 0.3 -1.0
N 0.1790 3.1375 1.1791 -0.8 -0.9 -0.2
C -0.9927 2.5690 1.2330 1.7 0.3 -0.5
S -1.6048 1.4393 -0.1245 -0.5 2.5 1.6
C -1.7481 2.9013 2.4455 -0.4 0.4 1.3
C -3.0419 2.5757 2.8567 0.1 0.0 -0.3
C -3.4717 2.9451 4.1386 0.0 0.1 0.1
C -2.6190 3.6307 5.0242 -0.1 -0.2 -0.4
C -1.3377 4.0053 4.6070 0.0 -0.1 -0.4
C -0.9455 3.6517 3.3228 -0.9 -0.2 0.8
H -3.6906 2.0589 2.1411 0.1 0.1 0.5
H -4.4920 2.6946 4.4568 0.5 0.1 -0.1
H -2.9520 3.8779 6.0323 0.0 -0.1 -0.3
H -0.6462 4.5556 5.2413 -0.2 -0.1 0.0